Computed, not measured: 7 unconnected molecules or ions with the total composition C27H52O15S5 at a distorted geometry, with the ωB97M-V functional and the def2-TZVPD basis.

```
99
Properties=species:S:1:pos:R:3:mulliken_charge:R:1
C 6.6139 4.9168 -1.4379 -1.293
C 5.1736 4.5413 -1.1427 -0.004
O 4.9001 5.1236 0.1606 -0.349
S 3.7022 4.4008 0.9745 1.056
C 4.6497 3.5388 2.2426 -0.827
O 2.9434 5.4472 1.6243 -0.652
O 3.0706 3.4578 0.0887 -0.463
H 6.7266 6.0074 -1.4457 0.323
H 6.9630 4.5961 -2.4157 0.372
H 7.2247 4.6711 -0.5681 0.292
H 4.4632 4.9851 -1.8411 0.324
H 5.0300 3.4643 -1.2033 0.284
H 4.0930 2.6507 2.5245 0.275
H 4.8601 4.2552 3.0270 0.343
H 5.5536 3.2463 1.7095 0.312
C -3.4768 -5.3743 0.7607 -1.292
C -2.0219 -5.0580 0.9377 0.065
O -1.4935 -4.4074 -0.2275 -0.262
S 0.0835 -4.5809 -0.5562 1.257
C 0.7883 -3.5330 0.7256 -0.872
O 0.5079 -5.9258 -0.2866 -0.669
O 0.2812 -4.0215 -1.8591 -0.649
H -4.0847 -4.6056 0.2872 0.080
H -3.9272 -5.4488 1.7544 0.387
H -3.7427 -6.3112 0.2695 0.365
H -1.8758 -4.3871 1.7929 0.163
H -1.4285 -5.9512 1.1537 0.454
H 0.9189 -4.2051 1.5702 0.305
H 0.0335 -2.8038 1.0227 0.277
H 1.6845 -2.9898 0.4468 0.381
C -2.4833 -0.8410 -1.6433 -0.752
C -1.2911 0.1546 -1.7385 -0.671
O -0.4131 -0.0616 -0.5962 -0.096
S -0.7414 0.7356 0.7436 1.021
C 0.2610 2.2472 0.5219 -0.912
O -2.1443 1.1526 0.7518 -0.660
O -0.2802 -0.0734 1.8375 -0.516
H -2.5121 -1.3808 -0.7038 0.199
H -2.4990 -1.5541 -2.4659 0.461
H -3.3462 -0.1821 -1.7663 0.050
H -0.6992 -0.1565 -2.5957 0.354
H -1.6749 1.1672 -1.8049 0.471
H -0.2024 3.0245 1.1189 0.505
H 0.2772 2.4676 -0.5396 0.344
H 1.2273 1.9311 0.9031 0.145
C 3.0655 -5.3576 5.6651 -1.380
C 3.0184 -4.1715 4.7068 0.119
O 2.3536 -3.1041 5.3595 -0.352
S 1.4924 -2.0694 4.4351 1.168
C 2.7111 -1.6667 3.1332 -0.681
O 0.4901 -2.8958 3.8102 -0.515
O 1.1505 -0.9317 5.2079 -0.656
H 3.3790 -6.2480 5.1218 0.399
H 2.0912 -5.5014 6.1257 0.337
H 3.7908 -5.1723 6.4586 0.323
H 4.0171 -3.8996 4.3513 0.328
H 2.5280 -4.5329 3.7958 0.100
H 2.1994 -0.9667 2.4792 0.141
H 3.0039 -2.5952 2.6457 0.259
H 3.6639 -1.3264 3.5386 0.422
C -6.1716 -1.0916 -1.6171 -1.239
C -5.4963 -2.1985 -0.7992 -0.381
O -5.3731 -1.7654 0.5548 -0.067
S -6.3543 -2.5582 1.6205 1.182
C -5.5698 -1.9015 3.1101 -0.907
O -7.6756 -2.0044 1.4890 -0.632
O -6.1137 -3.9818 1.4887 -0.608
H -7.0991 -0.7910 -1.1340 0.336
H -6.3935 -1.5085 -2.6072 0.382
H -5.5630 -0.2145 -1.8396 0.226
H -6.0925 -3.0879 -1.0120 0.496
H -4.5044 -2.3779 -1.2185 0.278
H -6.3516 -1.7521 3.8515 0.368
H -4.9818 -1.0198 2.8856 0.291
H -4.9529 -2.7052 3.5115 0.330
C -4.1666 6.4330 -2.9444 -0.288
C -4.0801 5.0594 -3.1048 -0.374
C -2.8500 4.4623 -3.3408 -0.346
C -1.7264 5.2768 -3.3881 -0.255
C -1.7851 6.6496 -3.2120 -0.439
C -3.0390 7.2406 -3.0861 -0.447
H -5.1121 6.9182 -2.7397 0.355
H -4.9650 4.4439 -2.9952 0.350
H -2.7867 3.3828 -3.3397 0.366
H -0.7582 4.8253 -3.5802 0.392
H -0.8707 7.2252 -3.1809 0.374
H -3.2294 8.2827 -2.8587 0.315
C 3.6460 -0.9501 -3.5995 -0.562
C 4.3043 -0.0138 -4.3762 -0.304
C 4.2962 1.3456 -4.1002 -0.659
C 3.5433 1.7756 -3.0117 -0.231
C 2.8961 0.8529 -2.2142 -0.335
C 2.9906 -0.5276 -2.4543 -0.523
H 3.6369 -2.0097 -3.8205 0.421
H 4.8804 -0.3955 -5.2139 0.315
H 4.8453 2.0187 -4.7426 0.412
H 3.4921 2.8432 -2.8367 0.487
H 2.3453 1.1512 -1.3295 0.462
H 2.5385 -1.2227 -1.7604 0.521
```

E_tot = -113727.34277 eV
total charge = 0
F_max = 0.047 Eh/bohr
HOMO energy = -9.449 eV

Computed, not measured: 2 unconnected molecules or ions with the total composition C27H53BFNO3S2 at a distorted geometry, with the ωB97M-V functional and the def2-TZVPD basis.

```
88
Properties=species:S:1:pos:R:3:mulliken_charge:R:1
C -1.6640 -1.2004 -7.1830 -1.294
C -1.6338 -1.7390 -5.7364 0.022
C -2.1015 -0.6816 -4.7272 -0.485
C -1.0067 0.3469 -4.4105 -1.095
C -0.3082 0.1719 -3.0577 -1.220
C 0.0345 -1.2600 -2.6461 2.109
C 1.3726 -1.7520 -3.2056 -1.193
C 1.9002 -3.0266 -2.5702 -1.769
N 1.6372 -3.1554 -1.1310 0.984
C 2.1409 -4.4766 -0.6429 -0.920
C 1.3810 -5.6603 -1.2000 -1.203
C -0.1042 -5.6070 -0.8532 -0.424
C -1.0329 -5.0703 -1.9416 -0.152
C -2.3074 -4.4911 -1.3085 -1.320
C -2.0790 -3.0472 -0.8554 1.847
C -2.7937 -2.6405 0.4220 -0.890
C -2.3907 -1.2215 0.8232 -0.919
C 2.1718 -2.1376 -0.3343 -0.024
S 1.5396 -1.8668 1.1430 -0.162
S 3.6356 -1.2639 -0.8638 -0.247
C 3.1764 0.4928 -1.1256 -0.896
C 1.9904 1.0363 -0.3502 0.759
C 2.3654 1.5548 1.0462 -1.250
B 1.0923 2.1358 1.7898 0.731
O -0.0243 1.3675 1.9112 -0.522
C 1.0355 3.6143 2.3517 -1.204
C 0.2915 3.7589 3.6833 1.049
C -1.1683 4.0955 3.4936 -1.512
F 0.4166 2.5964 4.4508 -0.404
H -2.2441 -0.2838 -7.2591 0.280
H -2.0906 -1.9265 -7.8697 0.370
H -0.6648 -0.9712 -7.5459 0.322
H -0.5966 -1.9828 -5.5176 -0.140
H -2.2426 -2.6362 -5.6670 0.505
H -2.9754 -0.1915 -5.1527 0.542
H -2.4489 -1.1674 -3.8170 -0.119
H -1.4784 1.3304 -4.4010 0.424
H -0.2875 0.3881 -5.2273 0.451
H -0.8699 0.6580 -2.2634 0.500
H 0.6434 0.7073 -3.1129 0.213
H 0.0870 -1.2966 -1.5564 -0.838
H -0.7418 -1.9737 -2.9196 -0.051
H 1.2283 -1.9838 -4.2622 0.412
H 2.1029 -0.9457 -3.1739 0.362
H 1.4657 -3.8787 -3.0814 0.796
H 2.9781 -3.0842 -2.7527 0.319
H 3.2050 -4.5534 -0.8989 0.330
H 2.0738 -4.5042 0.4390 0.552
H 1.8148 -6.5465 -0.7383 0.420
H 1.5600 -5.7504 -2.2701 0.413
H -0.2154 -4.9692 0.0261 0.250
H -0.4539 -6.6018 -0.5835 0.508
H -0.5494 -4.2776 -2.5138 -0.235
H -1.2992 -5.8693 -2.6320 0.505
H -3.0941 -4.5137 -2.0613 0.357
H -2.5880 -5.1318 -0.4734 0.399
H -2.3986 -2.3665 -1.6470 -0.143
H -1.0076 -2.8765 -0.7153 -0.904
H -3.8755 -2.6594 0.2954 0.332
H -2.5108 -3.3107 1.2336 0.406
H -2.9376 -0.8658 1.6928 0.494
H -1.3260 -1.1803 1.0504 -0.118
H -2.5643 -0.5322 -0.0034 0.258
H 3.0300 0.6309 -2.1941 0.507
H 4.0739 1.0441 -0.8588 0.500
H 1.1779 0.3177 -0.3070 -0.568
H 1.6065 1.8866 -0.9194 0.421
H 3.0971 2.3530 0.9236 0.378
H 2.8189 0.7505 1.6272 0.226
H 0.1413 0.4614 1.6267 0.114
H 2.0611 3.9577 2.4856 0.352
H 0.5510 4.2689 1.6273 0.320
H 0.7649 4.5620 4.2420 0.042
H -1.7289 3.9997 4.4182 0.332
H -1.5909 3.4173 2.7511 0.482
H -1.2491 5.1016 3.0973 0.324
O -0.4471 6.7310 4.9446 -0.542
C -0.1013 6.7143 6.0886 0.549
C -0.8201 7.2958 7.2916 -0.477
C 0.2727 7.3109 8.3603 -0.494
C 1.1511 6.1438 7.9228 -0.413
O 1.0398 6.1066 6.4899 -0.338
H -1.6426 6.6283 7.5527 0.252
H -1.2120 8.2814 7.0590 0.316
H -0.0947 7.2092 9.3791 0.326
H 0.8369 8.2421 8.2964 0.259
H 0.8011 5.1883 8.3182 0.272
H 2.1980 6.2708 8.1855 0.296
```

E_tot = -61557.23372 eV
total charge = 0
F_max = 0.023 Eh/bohr
HOMO energy = -8.307 eV